{"formula": "C3H5FS2", "method": "ωB97M-V/def2-TZVPD", "max_force_ev_per_a": 4.58, "homo_energy_ha": -0.3406, "relative_energy_kcal_mol": 152.3, "symbols": ["S", "S", "F", "C", "C", "C", "H", "H", "H", "H", "H"], "coordinates": [[-1.51507, 0.55090, 1.04375], [1.35335, 1.06954, -0.41217], [-0.37453, -0.46381, -1.57618], [-0.40712, -0.83914, 0.80293], [0.92684, -0.59405, 0.22701], [0.00706, -1.43384, -0.56978], [-0.48250, -1.59431, 1.66200], [1.61557, -1.15392, 1.00462], [-2.14494, 0.23906, -0.34024], [3.82863, 0.46915, -0.31615], [-0.01924, -2.51041, -0.69085]], "atomic_forces_ev_per_a": [[-1.55, -1.17, -3.65], [3.00, -1.79, 1.05], [-0.76, -2.94, 0.07], [-1.16, -0.92, 0.90], [3.23, -1.37, 2.94], [-0.95, 3.34, 0.51], [0.32, 1.16, -1.45], [-0.47, 1.50, -2.33], [0.97, 1.07, 3.01], [-2.68, 0.74, -0.15], [0.05, 0.36, -0.92]], "lowdin_charge": [0.68, 0.60, -0.16, -0.69, -0.74, -0.23, 0.12, 0.14, 0.01, 0.13, 0.14]}